# 1
Computed, not measured: the molecule C2H3BrO2, with the ωB97M-V functional and the def2-TZVPD basis.

Geometry (Å):
C: -0.7861 0.4157 0.0048
C: 0.5005 -0.2293 0.0933
Br: 1.9783 1.0001 0.3284
O: 0.8993 -1.5010 -0.9050
O: 0.6745 -1.5147 0.5100
H: -1.3174 0.6357 0.9126
H: -1.3992 -0.2996 -0.5156
H: -0.5500 1.4931 -0.4285

E_LUMO, hartree: 0.022
Total charge: 0
Electronic energy, eV: -76255.4327
SMILES string: CC1(Br)OO1
Energy above the lowest of the compared OMol25 structures with the same formula, charge and spin, kcal per mole: 111.7

***

# 2
Computed, not measured: a cluster of 2 separate species, C2H3BrOS in total, with the ωB97M-V functional and the def2-TZVPD basis.

Geometry (Å):
C: -1.4929 -0.9076 0.6148
C: -0.3727 -0.0835 0.3632
O: 0.2459 -0.1747 -0.8710
S: -2.6852 -1.7978 0.2487
Br: -1.5850 0.8093 3.3017
H: 0.4606 -0.3530 1.0803
H: -0.6826 1.0404 0.3624
H: -0.5923 -0.1648 -1.4434

E_LUMO (spin up / spin down), hartree: -0.070 / -0.101
Total charge: 0
Electronic energy, eV: -85044.2610
Energy above the lowest of the compared OMol25 structures with the same formula, charge and spin, kcal per mole: 73.6

***

# 3
Computed, not measured: a structure of composition C2H3BrSi, with the ωB97M-V functional and the def2-TZVPD basis.

Geometry (Å):
C: -0.9077 0.7439 -0.0518
C: -0.0671 -0.5882 1.4071
Si: 0.6866 0.4402 -0.7168
Br: -0.9770 -2.1879 1.5352
H: -1.8665 0.7894 -0.3334
H: 1.4100 0.4186 -2.1503
H: 1.7217 0.3839 0.3101

E_LUMO (spin up / spin down), hartree: -0.040 / -0.040
Total charge: 0
Electronic energy, eV: -80034.4272
Energy above the lowest of the compared OMol25 structures with the same formula, charge and spin, kcal per mole: 157.7

***

- Number 1 is which compound?
  C2H3BrO2

***

- Number 1 is which compound?
  C2H3BrO2